16 unconnected molecules or ions with the total composition CH30O18. Source: the Open Molecules 2025 dataset; level of theory: ωB97M-V with the def2-TZVPD basis set.

XYZ file:
```
49
Properties=species:S:1:pos:R:3:forces:R:3
C -0.0151 0.1440 -0.2897 -0.18 -1.90 4.27
O 0.1128 -0.7922 0.7430 0.58 3.22 -3.23
O 0.5574 1.2596 -0.0882 -0.66 -1.43 -0.54
O -0.8381 -0.1297 -1.2015 0.97 0.54 -0.33
O 0.2110 1.9368 -2.9289 -0.02 -0.51 -0.42
H -0.5528 1.9021 -3.5113 -0.17 0.17 -0.01
H 0.0933 1.1192 -2.4130 0.08 0.50 0.00
O -0.2159 -1.6369 -3.2982 0.24 0.57 -0.71
H -0.4874 -1.0789 -2.5494 0.31 -0.25 0.48
H 0.1716 -0.9682 -3.8831 -0.07 -0.33 -0.02
O 2.8096 0.4161 -1.1290 0.85 -0.61 -1.36
H 1.9881 0.5654 -0.6950 -1.07 0.50 0.03
H 3.3753 0.5243 -0.3767 1.17 -0.07 0.57
O 2.4918 -1.8581 1.1778 1.89 -1.30 1.17
H 1.7666 -1.2923 0.9401 -1.16 0.88 -0.06
H 2.7264 -1.6938 2.1109 -0.30 0.18 -0.91
O -2.7492 -1.4213 0.2211 -1.64 1.35 0.58
H -2.0704 -0.9524 -0.2535 0.39 0.63 -0.30
H -2.4161 -2.2799 0.1074 0.61 -2.29 -0.09
O 0.9443 3.7076 -0.5388 -0.03 1.62 0.53
H 0.3390 4.2762 -0.0032 0.60 -1.39 -0.70
H 0.7095 2.7558 -0.4686 -0.30 0.89 -0.12
O -1.8743 2.4701 -0.1612 0.75 0.60 -0.04
H -2.7211 2.0711 -0.0504 -0.77 -0.60 0.14
H -1.2345 1.7457 -0.2966 -0.61 0.87 -0.02
O -3.0737 0.3986 -2.3912 -2.87 0.57 -1.45
H -2.3260 0.2462 -1.8579 1.55 -0.23 1.24
H -3.8569 0.3576 -1.8147 0.75 -0.14 -0.24
O 0.8315 -0.1545 3.9131 2.60 -1.08 0.95
H 1.2763 -1.0166 3.7062 -1.12 1.24 0.18
H -0.0148 -0.1648 3.4846 -1.38 -0.24 -0.68
O 1.5519 2.0193 2.3150 -0.27 0.45 -1.00
H 1.0545 1.7860 1.4855 0.52 0.19 0.52
H 1.4713 1.2367 2.8607 -0.17 -0.63 0.62
O -0.3434 -2.9118 -0.5622 -1.47 0.06 -2.03
H -0.1848 -2.0089 -0.2591 -0.15 0.31 0.05
H 0.1964 -3.3522 0.0362 1.46 -1.67 1.62
O -2.6781 -2.7793 -2.9617 0.67 -0.41 -0.26
H -3.5384 -2.3783 -2.8704 0.17 0.72 0.16
H -1.9456 -2.1093 -2.9900 -1.17 -0.74 -0.16
O 4.0181 1.4940 1.1038 0.42 -0.64 0.42
H 3.1030 1.4880 1.4229 -0.32 0.08 0.64
H 4.0035 2.2927 0.5990 0.17 0.89 -0.66
O -0.2502 -2.5563 2.4824 -2.30 0.54 0.40
H 0.5266 -3.0100 2.6891 1.94 -0.84 -0.04
H -0.1239 -1.9066 1.7529 0.12 -0.52 0.32
O -1.2601 0.6242 2.4341 -1.23 0.18 1.22
H -0.7719 0.1759 1.7488 0.34 -1.04 -0.88
H -0.7868 1.4391 2.5087 0.27 1.16 0.15
```
Positions in Å, forces in eV/Å.

Summary:
HOMO-LUMO gap   9.250 eV
Total charge   -2
LUMO energy   5.103 eV
Largest force on an atom   4.68 eV/Å

A single C4H7NO2 molecule. Source: the Open Molecules 2025 dataset; level of theory: ωB97M-V with the def2-TZVPD basis set.

XYZ file:
```
14
Properties=species:S:1:pos:R:3:forces:R:3
C -1.7540 0.7025 1.6594 -0.11 0.21 0.05
N -1.0663 -0.5003 1.2492 0.25 -0.04 -0.50
C -0.2951 -0.5052 0.2550 -0.22 -0.04 0.33
C 0.3853 -1.6383 -0.3496 -0.05 0.04 0.03
O 1.2112 -0.9301 -1.4860 0.18 0.04 0.05
C 0.6076 0.4090 -1.6265 0.05 -0.04 -0.21
O 0.1273 0.7279 -0.3910 -0.04 -0.13 0.09
H -2.8236 0.4819 1.7562 0.16 0.04 0.00
H -1.4056 1.0187 2.6502 -0.02 -0.07 -0.14
H -1.6344 1.5472 0.9687 -0.01 -0.11 0.10
H -0.2469 -2.3389 -0.8937 0.05 0.16 0.07
H 2.0960 -0.8577 -1.0938 -0.15 -0.01 -0.09
H -0.1669 0.2583 -2.3865 0.04 0.02 0.12
H 1.3808 1.1072 -1.9588 -0.14 -0.07 0.10
```
Positions in Å, forces in eV/Å.

Summary:
HOMO-LUMO gap   7.857 eV
LUMO energy   0.264 eV
Largest force on an atom   0.57 eV/Å

2 unconnected molecules or ions with the total composition C4H14N2O. Source: the Open Molecules 2025 dataset; level of theory: ωB97M-V with the def2-TZVPD basis set.

XYZ file:
```
21
Properties=species:S:1:pos:R:3:forces:R:3
C -1.2541 0.8451 -1.7022 -0.32 0.89 -0.81
C -0.7078 0.4365 -0.3816 0.77 0.47 0.64
C -0.6492 1.6296 0.5897 -0.27 -0.32 0.76
N -1.3941 -0.6876 0.2987 -0.02 1.81 0.28
C 0.7083 -0.0164 -0.7468 0.42 0.31 1.14
N 1.4090 -0.4470 0.4613 0.93 -0.10 -0.28
H -1.4548 -0.0216 -2.3139 -0.31 -0.25 -0.27
H -2.1228 1.4771 -1.5925 -0.57 0.01 -0.20
H -0.4938 1.4412 -2.2413 -0.44 -0.13 0.18
H -0.1535 2.4657 0.1406 0.46 0.52 -0.36
H -1.6011 2.0171 0.9631 -0.41 -0.31 -0.59
H -0.1574 1.3955 1.5402 0.29 -0.23 -0.37
H -1.2476 -1.4933 -0.2359 0.27 -1.63 -0.98
H -2.3819 -0.5050 0.2259 -0.44 0.01 0.30
H 1.2460 0.8003 -1.3231 -0.43 -1.03 0.93
H 0.6158 -0.8897 -1.3970 0.06 0.06 -0.27
H 1.8070 0.3221 0.9786 0.21 0.25 -0.21
H 0.7391 -0.8304 1.1130 -0.20 -0.27 -0.04
O 2.4294 -2.6064 2.2538 -0.59 -0.54 1.24
H 1.6533 -2.9593 1.8158 -0.09 -0.01 -0.08
H 3.0103 -2.3733 1.5537 0.66 0.49 -1.02
```
Positions in Å, forces in eV/Å.

Summary:
HOMO-LUMO gap   9.881 eV
SMILES   CC(C)(N)CN.O
LUMO energy   0.814 eV
Largest force on an atom   1.92 eV/Å